Entry from OMol25: C23H28Cl2IKSb2Se3Te as an isolated structure at a distorted geometry (ωB97M-V/def2-TZVPD).

Each line ends with the Mulliken charge.
Positions of all 61 atoms, in Å:
H1 -24.0663 -0.2900 -4.4035  0.35
H2 -20.6036 -11.6431 -4.2137  0.40
Cl1 -16.3780 -2.1479 -0.1355  -0.16
H3 -18.6438 -11.2920 -5.8916  0.33
H4 -17.8429 -8.3095 -0.9084  0.43
H5 -21.9220 -5.3722 0.0765  0.17
H6 -23.6333 -4.0182 1.1091  0.27
C1 -22.1969 -4.4922 -0.4451  -0.12
Sb1 -20.1618 -6.9692 -1.6120  0.92
H7 -17.7038 -5.8887 -1.4292  0.32
H8 -18.6649 -5.3175 -0.0539  0.37
Se1 -15.4097 -0.1861 -3.8303  -0.35
H9 -14.2710 -6.5090 -5.6404  0.38
H10 -16.0749 -8.6988 -1.8204  0.62
C2 -13.9765 -6.7498 -2.6791  -1.33
H11 -13.4427 -6.0623 -3.2947  0.37
C3 -18.7706 -8.7347 -1.1687  -2.00
C4 -22.2725 -3.2348 -2.4319  0.02
C5 -18.6911 -5.5412 -1.1281  -0.80
Sb2 -15.8922 -6.8239 -3.6279  0.53
H12 -25.0044 -1.0168 -2.2894  0.29
C6 -18.6478 -10.8779 -4.8866  -0.56
H13 -14.4489 -8.3351 -5.2563  0.43
Se2 -14.3881 0.7289 -1.9650  -0.66
H14 -16.8985 -0.1754 -1.2981  -0.01
C7 -19.7223 -10.3156 -2.8575  -0.21
H15 -18.8414 -6.6642 -3.9408  0.15
H16 -19.0809 -4.6473 -1.6129  -0.04
I1 -20.2152 -3.6417 -4.7019  0.04
C8 -23.4278 -2.4747 -1.9032  0.71
C9 -17.3888 -0.6228 -0.4732  -0.10
H17 -17.3591 -0.0512 0.4315  0.31
H18 -15.3926 -9.3793 -3.2250  0.74
C10 -22.4927 -1.8110 -4.3818  -0.52
H19 -13.4740 -7.7433 -2.7410  0.36
C11 -17.5795 -10.0612 -4.5213  -0.40
H20 -14.0049 -6.3522 -1.6873  0.38
H21 -21.9935 -1.4362 -5.2834  0.30
C12 -19.7443 -11.0237 -4.0463  -0.62
Te1 -13.7110 -2.0596 -4.3486  -0.02
H22 -19.1892 -9.3718 -0.3847  0.46
C13 -19.8371 -6.9754 -3.7029  -0.98
C14 -23.2477 -3.7281 0.1137  -0.65
C15 -23.8453 -2.7330 -0.5870  -0.73
C16 -18.6524 -9.5397 -2.4205  0.48
C17 -16.2472 -8.8332 -2.8746  -1.98
C18 -17.4792 -9.4994 -3.2722  1.00
K1 -17.0142 -3.2285 -3.1880  0.83
Se3 -14.9836 -3.8464 -5.5511  -0.71
H23 -16.7294 -9.9325 -5.2154  0.25
C19 -21.7412 -4.3701 -1.7184  0.10
H24 -15.5883 -7.5287 -6.3053  0.30
H25 -24.6553 -2.1515 -0.1482  0.29
Cl2 -19.0981 -1.0238 -0.7629  -0.11
H26 -20.5977 -10.3678 -2.2473  0.35
C20 -24.1037 -1.4886 -2.6923  -0.79
C21 -14.9187 -7.3817 -5.4427  -1.36
H27 -20.0496 -7.9701 -4.0016  0.23
C22 -21.8411 -2.8217 -3.7154  -0.16
H28 -20.5220 -6.4105 -4.2862  0.42
C23 -23.6048 -1.1115 -3.8625  -0.56

LUMO level ... 4.02 eV
Multiplicity ... 1
Energy above the lowest of the compared OMol25 structures with the same formula, charge and spin ... 0.7373 eV
Net charge ... -2
Kohn-Sham gap ... 5.3 eV